1.
The following is a quantum chemistry calculation of a molecular structure, C27H15B3N3O24V, from the Open Molecules 2025 dataset.

```
! RIJCOSX wB97M-V def2-TZVPD def2/J DEFGRID3
* xyz -1 4
V -0.45591 -0.63630 -1.00583
O -1.27982 1.42728 6.41017
C -0.78678 1.71900 5.36110
O -1.39134 1.92063 4.21637
B -0.43568 2.30939 3.17585
O 0.84387 2.46092 3.88713
C 0.65171 2.23987 5.18356
O 1.49575 2.37588 6.01630
O -0.75210 3.58677 2.49523
C -1.09916 3.35859 1.25747
O -1.56647 4.13411 0.48172
C -0.75591 1.89702 0.94887
O -0.41445 1.31589 2.06193
O -0.79980 1.42712 -0.16789
O -0.39095 0.78733 -2.76266
C -0.25534 1.84165 -3.34104
O 0.85542 2.48246 -3.51721
B 0.60395 3.78101 -4.16419
O -0.87596 3.77715 -4.42025
C -1.40283 2.72596 -3.83825
O -2.55956 2.42378 -3.74907
O 0.88423 4.91313 -3.29331
C 1.62517 5.79492 -3.93299
O 1.95503 6.84694 -3.46460
C 1.98425 5.19376 -5.29885
O 1.47257 3.96765 -5.33089
O 2.67638 5.72526 -6.10762
O 2.48753 -4.05880 6.36694
C 1.68279 -3.34199 5.83606
O 0.92146 -3.66067 4.82848
B 0.22297 -2.49210 4.32459
O 0.54913 -1.41804 5.27156
C 1.39969 -1.86419 6.19315
O 1.85552 -1.21936 7.08303
O -1.22637 -2.75474 4.20173
C -1.62607 -2.33657 3.03581
O -2.75076 -2.36142 2.61382
C -0.39438 -1.84745 2.23153
O 0.67849 -2.05846 2.96690
O -0.35325 -1.49267 1.08327
N 0.15133 -2.57556 -1.93323
C 1.16678 -3.39112 -1.55667
C 1.58110 -4.52628 -2.25762
C 0.84288 -4.87999 -3.36747
C -0.22811 -4.11084 -3.79061
C -0.54405 -3.02081 -2.99246
H 1.76909 -3.02141 -0.73583
H 2.37582 -5.08555 -1.78878
H 1.17219 -5.73159 -3.95278
H -0.88955 -4.45930 -4.56801
H -1.25054 -2.28527 -3.36995
N 1.70665 -0.10886 -0.75409
C 2.53899 0.18836 -1.76546
C 3.90464 0.35707 -1.69765
C 4.53486 0.22210 -0.46698
C 3.71609 0.04698 0.65516
C 2.37076 -0.17461 0.44224
H 2.08145 0.33726 -2.73689
H 4.50903 0.47645 -2.58465
H 5.60725 0.34002 -0.39720
H 4.14054 -0.08870 1.63841
H 1.70425 -0.44300 1.25051
N -2.59480 -0.49879 -0.82470
C -3.42150 0.54904 -0.90802
C -4.77807 0.51493 -0.68926
C -5.37907 -0.69314 -0.36188
C -4.54141 -1.79289 -0.17913
C -3.20568 -1.68566 -0.55257
H -2.99474 1.48479 -1.24847
H -5.45998 1.31558 -0.93816
H -6.44065 -0.82342 -0.20638
H -4.89261 -2.80107 -0.01081
H -2.52597 -2.52543 -0.48857
*
```

**Max |F|**: 2.5 eV Å⁻¹
**HOMO (alpha / beta)**: -7.31 / -7.31 eV
**LUMO (alpha / beta)**: 0.774 / 0.631 eV
**Kohn-Sham gap (alpha / beta)**: 8.081 / 7.938 eV

Table of Mulliken atomic charges, one value per atom, all in e: 2.20, -0.62, 0.70, -0.59, 1.10, -0.52, 0.65, -0.61, -0.57, 0.11, -0.60, 0.16, -0.28, 0.59, -0.54, 0.17, -0.51, 1.18, -0.51, 0.30, -0.62, -0.46, 0.64, -0.60, 0.52, -0.50, -0.57, -0.61, 0.46, -0.50, 1.14, -0.33, 0.61, -0.57, -0.50, 0.25, -0.59, 0.26, -0.66, 0.11, 0.12, -0.16, -0.95, -0.08, -1.03, -0.10, 0.37, 0.41, 0.37, 0.42, 0.40, 0.67, -0.17, -0.92, -0.32, -1.07, -0.30, 0.42, 0.44, 0.43, 0.49, 0.34, 0.37, -0.02, -1.22, -0.29, -0.83, -0.17, 0.53, 0.41, 0.41, 0.44, 0.34

---

2.
The following is a quantum chemistry calculation of a molecular structure, C27H15F8MoNO2S5, from the Open Molecules 2025 dataset.

```
! RIJCOSX wB97M-V def2-TZVPD def2/J DEFGRID3
* xyz 0 3
Mo -0.86334 0.30871 -0.05300
S -1.59255 2.63283 0.19077
C -1.48193 3.28163 -1.45127
C -1.26072 4.64321 -1.65354
C -1.21952 5.16864 -2.93366
C -1.40409 4.35444 -4.04620
C -1.63595 3.00071 -3.86608
C -1.65580 2.48619 -2.57792
S -2.01932 0.78283 -2.25322
C -0.76378 -0.05885 -3.27056
C -0.32997 -1.36094 -2.65780
C -0.09610 -2.46566 -3.45024
C 0.44669 -3.60380 -2.87549
C 0.75978 -3.59533 -1.53412
C 0.47446 -2.46487 -0.77908
C 0.77121 -2.47395 0.69333
S 0.83289 -0.79479 1.38167
C 0.17429 -1.02968 2.99446
C 0.87116 -1.77356 3.94147
C 0.35215 -1.89912 5.21556
C -0.83907 -1.24624 5.52935
C -1.50383 -0.48391 4.58971
C -1.00574 -0.36778 3.28692
S -1.89217 0.61167 2.12946
N -0.08752 -1.38286 -1.33124
H -1.10489 5.28220 -0.79453
H -1.03606 6.22657 -3.06666
H -1.37412 4.77180 -5.04303
H -1.80671 2.35743 -4.72004
H 0.10018 0.60986 -3.31785
H -1.14088 -0.22271 -4.27785
H -0.32412 -2.42041 -4.50519
H 0.63600 -4.48305 -3.47621
H 1.20368 -4.45347 -1.05047
H 1.72965 -2.96446 0.86335
H -0.02391 -3.00492 1.21657
H 1.80958 -2.24687 3.68044
H 0.87077 -2.48455 5.96128
H -1.25128 -1.32845 6.52639
H -2.42349 0.02410 4.84837
F 5.79497 1.98369 2.68028
C 4.74877 1.83773 1.86427
C 3.47005 2.11598 2.30693
F 3.27647 2.52395 3.56336
C 2.39508 1.97089 1.44636
F 1.17724 2.24954 1.93254
C 2.54189 1.53506 0.13768
S 1.21887 1.35471 -1.01261
C 3.84253 1.26097 -0.27418
F 4.08699 0.82790 -1.51783
C 4.93426 1.40812 0.56123
F 6.16215 1.13132 0.11853
F -4.60795 -2.27208 -1.20533
C -3.99385 -2.88596 -0.19304
F -3.61949 -4.10149 -0.63489
F -4.89121 -3.06039 0.78646
C -2.75812 -2.12964 0.35342
O -2.15976 -2.65158 1.27039
O -2.51455 -1.03127 -0.24745
*
```

**Max |F|**: 0.3 eV Å⁻¹
**HOMO (alpha / beta)**: -7.50 / -7.80 eV
**LUMO (alpha / beta)**: -0.522 / -1.008 eV
**Kohn-Sham gap (alpha / beta)**: 6.974 / 6.789 eV

Table of Mulliken atomic charges, one value per atom, all in e: 0.64, -0.24, 0.82, -0.77, -0.63, -0.70, -0.53, 0.55, -0.04, -0.92, 0.34, -1.03, -0.64, -1.11, 0.17, -0.98, -0.17, -0.10, -0.49, -0.75, -0.58, -0.84, 1.16, -0.26, 1.24, 0.46, 0.37, 0.40, 0.37, 0.48, 0.60, 0.49, 0.44, 0.56, 0.89, 0.46, 0.44, 0.41, 0.38, 0.47, -0.31, 0.68, -0.10, -0.31, -0.22, -0.34, 0.53, -0.36, 0.23, -0.34, 0.20, -0.30, -0.24, 0.72, -0.29, -0.26, 0.25, -0.52, -0.37

---

3.
The following is a quantum chemistry calculation of a molecular structure, C27H16Cl5N5ORe, from the Open Molecules 2025 dataset.

```
! RIJCOSX wB97M-V def2-TZVPD def2/J DEFGRID3
* xyz 2 2
Re -0.72631 -0.24128 0.43639
N -2.87292 9.46713 -2.14823
C -2.59489 8.39011 -1.86275
C -2.24634 7.03975 -1.50414
C -3.04067 6.33519 -0.60303
C -2.69538 5.04360 -0.24836
C -1.57247 4.43760 -0.81432
C -0.78688 5.14632 -1.72584
C -1.11367 6.44725 -2.05951
C -1.21975 3.05559 -0.42835
C -1.01374 2.77899 0.91344
C -0.94264 3.68622 1.99467
C -0.65076 2.96154 3.13788
C -0.54026 1.63199 2.74385
N -0.74904 1.49682 1.41461
C -1.09398 2.07782 -1.45330
C -1.27558 2.26572 -2.80855
C -0.98918 1.05103 -3.47631
C -0.65827 0.14463 -2.52086
N -0.71434 0.72208 -1.24935
H -3.92191 6.80226 -0.18543
H -3.31477 4.49249 0.44799
H 0.09794 4.69066 -2.15246
H -0.49713 7.00996 -2.74680
H -1.07077 4.75430 1.91771
H -0.52669 3.33836 4.13986
H -0.32785 0.77050 3.36256
H -1.58991 3.18818 -3.27039
H -1.03160 0.87014 -4.53797
H -0.39531 -0.89259 -2.64175
Cl -4.77339 -6.13623 -0.03947
C -4.06738 -4.61781 0.27269
C -2.81191 -4.32073 -0.25791
Cl -1.95053 -5.43620 -1.22166
C -2.26659 -3.07799 0.01495
Cl -0.70693 -2.61481 -0.62749
C -2.91782 -2.13908 0.78627
O -2.33310 -0.91917 1.04719
C -4.16521 -2.42508 1.31789
Cl -4.94909 -1.24463 2.27131
C -4.74098 -3.67083 1.05711
Cl -6.27328 -4.03354 1.70191
N 2.15854 1.33229 0.51522
C 2.20420 0.18751 1.22132
C 3.32788 -0.13550 2.00558
C 3.34667 -1.29682 2.72135
C 2.25016 -2.17984 2.66971
C 1.19269 -1.83875 1.89508
N 1.14506 -0.66004 1.18486
H 2.96263 1.93795 0.51806
H 1.48471 1.48888 -0.21473
H 4.16661 0.54789 2.01870
H 4.21323 -1.54447 3.32038
H 2.24503 -3.11187 3.21516
H 0.32537 -2.48265 1.80608
*
```

**Max |F|**: 0.3 eV Å⁻¹
**HOMO (alpha / beta)**: -14.37 / -14.37 eV
**LUMO (alpha / beta)**: -7.947 / -7.994 eV
**Kohn-Sham gap (alpha / beta)**: 6.420 / 6.373 eV

Table of Mulliken atomic charges, one value per atom, all in e: 0.71, -0.42, -0.22, 0.55, -0.91, -0.27, -0.69, -0.42, -0.88, 1.22, 0.32, -0.45, -1.27, -0.46, 0.54, 0.27, -0.23, -1.34, -0.20, 0.35, 0.49, 0.58, 0.58, 0.49, 0.61, 0.50, 0.53, 0.69, 0.49, 0.49, -0.12, 0.34, -0.23, -0.16, 1.14, -0.23, -0.49, -0.84, 0.14, -0.14, 0.32, -0.12, -0.18, 1.16, -0.99, -0.27, -0.90, -0.25, 0.09, 0.26, 0.08, 0.41, 0.45, 0.47, 0.41

---

4.
The following is a quantum chemistry calculation of a molecular structure, C27H16ClN6OS2W, from the Open Molecules 2025 dataset.

```
! RIJCOSX wB97M-V def2-TZVPD def2/J DEFGRID3
* xyz 1 1
W -1.32926 0.48814 -0.19220
Cl 2.58334 -3.30966 4.65670
C 1.40974 -2.44286 3.74020
C 0.05534 -2.75636 3.86850
C -0.87756 -2.09696 3.09940
C -0.49806 -1.09956 2.19260
O -1.39026 -0.48186 1.45740
C 0.88534 -0.75206 2.08440
C 1.35304 0.28124 1.22270
N 0.61534 0.93454 0.35180
C 1.19914 1.95484 -0.41810
C 2.38154 2.62434 -0.14630
C 2.85984 3.59454 -1.03180
C 2.15834 3.93714 -2.15910
C 0.92634 3.31244 -2.44580
C 0.11494 3.66534 -3.54500
C -1.09216 3.02124 -3.70890
C -1.48176 2.02384 -2.82680
N -0.73966 1.63734 -1.76410
C 0.45654 2.30234 -1.57400
C 1.81544 -1.44526 2.87780
H -0.25596 -3.51966 4.56340
H -1.92866 -2.32256 3.19120
H 2.41234 0.51064 1.28660
H 2.92984 2.44484 0.76490
H 3.79104 4.08754 -0.80920
H 2.51694 4.70034 -2.83190
H 0.43824 4.43014 -4.23280
H -1.75126 3.27954 -4.52280
H -2.42226 1.49874 -2.97350
H 2.86274 -1.19416 2.80260
S -2.18936 2.46244 0.90730
C -3.81286 1.87674 1.15500
C -4.56516 2.52054 2.16100
N -5.14466 3.01874 3.01440
C -4.38806 0.87834 0.41680
S -3.54986 0.01144 -0.86160
C -5.74766 0.55564 0.59720
N -6.85466 0.28694 0.72060
N -0.61886 -3.65246 -0.25350
C -1.40386 -2.59026 -0.49430
N -0.71666 -1.53146 -0.89400
C 0.60684 -1.93726 -0.92440
C 1.75514 -1.25046 -1.31330
C 2.95454 -1.92196 -1.20150
C 3.02304 -3.24326 -0.74880
C 1.89094 -3.95196 -0.40530
C 0.68054 -3.27916 -0.50060
H -0.93206 -4.55686 0.06570
H -2.48036 -2.61696 -0.40320
H 1.70014 -0.25196 -1.72650
H 3.86384 -1.42006 -1.49010
H 3.98504 -3.73006 -0.69950
H 1.94554 -4.98486 -0.09910
*
```

**Max |F|**: 3.7 eV Å⁻¹
**HOMO (alpha / beta)**: -10.69 / -10.73 eV
**LUMO (alpha / beta)**: -4.703 / -4.588 eV
**Kohn-Sham gap (alpha / beta)**: 5.983 / 6.145 eV

Table of Mulliken atomic charges, one value per atom, all in e: 0.32, -0.20, 0.12, -0.58, -0.63, 0.15, -0.44, 0.51, 0.09, 0.45, 0.40, -0.49, -1.10, -0.86, 0.49, -0.57, -0.95, 0.09, 0.52, 0.67, -1.10, 0.47, 0.54, 0.16, 0.53, 0.43, 0.45, 0.49, 0.43, 0.45, 0.49, -0.32, 0.63, -0.16, -0.39, 0.62, -0.50, -0.12, -0.40, 0.13, -0.69, -0.25, 0.91, -0.33, -0.86, -0.62, -1.10, 0.47, 0.26, 0.49, 0.54, 0.48, 0.44, 0.45

---

For the records above, the corresponding DFT total energy values read -109591.25227 -111601.98050 -102483.91985 -75261.63863 eV.